No. 1
The following is a quantum chemistry calculation of C4H7F2NO4S2 in the gas phase in a non-equilibrium geometry, from OMol25.

Last column: Mulliken charge in e.
CARTESIAN COORDINATES (ANGSTROEM)
C1 -0.6279 -0.2161 0.2511  -0.70
C2 2.0093 -1.5446 0.1757  0.44
C3 -2.3465 1.1567 1.4847  -1.10
C4 -0.9677 0.4124 1.4845  -0.53
N1 1.3509 0.2965 -1.4582  -0.41
O1 0.0331 2.1791 -0.3391  -0.60
O2 -1.0811 0.9864 -2.1807  -0.59
O3 0.4904 -2.0709 -1.8828  -0.57
O4 2.9008 -1.4453 -2.3492  -0.57
F1 3.0667 -0.8667 0.6629  -0.20
F2 2.1133 -2.8551 0.5542  -0.21
S1 -0.2088 0.9423 -1.0218  1.10
S2 1.7120 -1.3158 -1.5836  1.12
H1 -1.0524 -1.1082 0.0329  0.73
H2 -2.6009 1.6565 2.4623  0.33
H3 -3.0708 0.3760 1.1642  0.32
H4 -2.2776 2.0491 0.9568  0.40
H5 -0.7895 -0.4441 2.2763  0.32
H6 -0.1568 1.0557 1.6501  0.37
H7 1.5033 0.7562 -2.3404  0.36

Output
Total energy, hartree: -1508.22369
Energy relative to the best compared isomer or geometry (same formula, charge and spin), kcal/mol: 83.7
HOMO-LUMO gap (spin up / spin down), eV: 8.1862 / 8.8133
E_HOMO (spin up / spin down), eV: -10.1 / -10.6

***

No. 2
The following is a quantum chemistry calculation of a molecular structure, C17H45BNO15P2S2Si in a non-equilibrium geometry, from OMol25.

Last column: Mulliken charge in e.
CARTESIAN COORDINATES (ANGSTROEM)
C1 -0.0764 -3.2069 -2.7599  -0.94
Si1 0.9791 -4.7474 -2.4657  0.84
C2 2.7465 -4.2535 -2.9325  -1.21
C3 0.4381 -6.0674 -3.6851  -1.19
O1 0.8372 -5.2307 -0.8909  -0.56
C4 1.3415 -4.2590 0.0570  -0.08
C5 1.0138 -4.7144 1.4743  -0.76
S1 0.6664 -3.3869 2.6482  1.06
O2 -0.6769 -3.6770 3.1198  -0.71
O3 1.6221 -3.4603 3.7244  -0.74
N1 0.5828 -1.9710 1.9029  -0.21
S2 1.9539 -1.1611 1.6455  0.87
O4 2.6691 -0.7497 2.8336  -0.69
O5 2.8193 -1.7705 0.6339  -0.74
B1 1.2726 0.4082 0.8440  0.33
O6 0.2452 0.3455 -0.0349  -0.45
O7 1.7927 1.6330 1.1683  -0.16
H1 -0.9877 -3.2900 -2.1631  0.18
H2 0.4905 -2.3596 -2.3669  0.24
H3 -0.2842 -3.0703 -3.8194  0.39
H4 2.7760 -3.1786 -3.1238  0.32
H5 3.0225 -4.7437 -3.8686  0.36
H6 3.4807 -4.4603 -2.1543  0.36
H7 0.2319 -5.5497 -4.6250  0.34
H8 1.2307 -6.7839 -3.9085  0.33
H9 -0.4457 -6.5998 -3.3329  0.29
H10 0.8414 -3.3089 -0.1306  0.19
H11 2.4097 -4.1598 -0.1152  0.22
H12 1.8558 -5.2888 1.8587  0.27
H13 0.1590 -5.3839 1.4268  0.41
H14 -0.2423 -0.4847 0.0747  0.27
H15 2.7317 1.6437 0.9407  0.23
O8 3.7595 4.4370 -0.4909  -0.72
P1 3.7991 5.9069 -0.5652  0.97
O9 4.7970 6.4241 0.6044  -0.28
C6 6.0911 5.8254 0.7168  -0.35
C7 7.0595 6.3416 -0.3330  -0.94
O10 2.3608 6.3486 0.0493  -0.38
C8 1.2647 5.4238 0.1164  -0.37
C9 1.1293 4.8470 1.5067  -1.01
O11 3.8804 7.1425 -1.5710  -0.34
C10 3.6822 8.4901 -1.1119  -0.10
C11 4.9934 9.2350 -0.9738  -1.07
H16 6.0067 4.7389 0.6553  0.32
H17 6.4573 6.0642 1.7150  0.32
H18 6.6440 6.2436 -1.3384  0.25
H19 7.9982 5.7885 -0.2877  0.40
H20 7.2784 7.3980 -0.1748  0.21
H21 1.3809 4.6320 -0.6216  0.37
H22 0.3646 5.9820 -0.1478  0.30
H23 2.0821 4.4752 1.8795  0.24
H24 0.4132 4.0265 1.5152  0.32
H25 0.7889 5.6127 2.2079  0.35
H26 3.1224 8.5217 -0.1812  0.24
H27 3.0702 8.9709 -1.8755  0.41
H28 5.5115 8.9501 -0.0595  0.16
H29 4.8074 10.3091 -0.9262  0.42
H30 5.6550 9.0232 -1.8141  0.27
O12 -4.0352 -2.3218 -0.9138  -0.70
P2 -5.1331 -2.2011 0.0611  0.98
O13 -4.7572 -3.0551 1.3654  -0.30
C12 -3.4618 -2.8568 1.9837  -0.19
C13 -3.4092 -1.5844 2.8021  -0.98
O14 -6.2945 -3.1546 -0.6002  -0.39
C14 -6.2504 -3.5177 -1.9766  -0.31
C15 -5.6987 -4.9191 -2.1467  -1.06
O15 -6.1820 -1.1654 0.6718  -0.35
C16 -7.2838 -1.6135 1.4766  -0.10
C17 -7.0311 -1.3752 2.9504  -1.09
H31 -2.6797 -2.8501 1.2256  0.22
H32 -3.2807 -3.7178 2.6206  0.29
H33 -3.7287 -0.7182 2.2142  0.27
H34 -2.3924 -1.4179 3.1565  0.38
H35 -4.0703 -1.6489 3.6680  0.22
H36 -5.6676 -2.7979 -2.5499  0.31
H37 -7.2767 -3.4744 -2.3496  0.32
H38 -4.7707 -5.0473 -1.5906  0.27
H39 -5.5091 -5.1379 -3.1992  0.35
H40 -6.4082 -5.6558 -1.7647  0.30
H41 -7.5225 -2.6574 1.2922  0.24
H42 -8.1418 -1.0220 1.1538  0.41
H43 -6.3614 -2.1295 3.3598  0.18
H44 -7.9711 -1.4328 3.5026  0.42
H45 -6.5766 -0.3988 3.1174  0.28

Output
Net charge: -1
Total energy, hartree: -3651.88402
HOMO-LUMO gap, eV: 8.2894
E_HOMO, eV: -6.1

***

Repeat the first record exactly.
The following is a quantum chemistry calculation of C4H7F2NO4S2 in the gas phase in a non-equilibrium geometry, from OMol25.

Last column: Mulliken charge in e.
CARTESIAN COORDINATES (ANGSTROEM)
C1 -0.6279 -0.2161 0.2511  -0.70
C2 2.0093 -1.5446 0.1757  0.44
C3 -2.3465 1.1567 1.4847  -1.10
C4 -0.9677 0.4124 1.4845  -0.53
N1 1.3509 0.2965 -1.4582  -0.41
O1 0.0331 2.1791 -0.3391  -0.60
O2 -1.0811 0.9864 -2.1807  -0.59
O3 0.4904 -2.0709 -1.8828  -0.57
O4 2.9008 -1.4453 -2.3492  -0.57
F1 3.0667 -0.8667 0.6629  -0.20
F2 2.1133 -2.8551 0.5542  -0.21
S1 -0.2088 0.9423 -1.0218  1.10
S2 1.7120 -1.3158 -1.5836  1.12
H1 -1.0524 -1.1082 0.0329  0.73
H2 -2.6009 1.6565 2.4623  0.33
H3 -3.0708 0.3760 1.1642  0.32
H4 -2.2776 2.0491 0.9568  0.40
H5 -0.7895 -0.4441 2.2763  0.32
H6 -0.1568 1.0557 1.6501  0.37
H7 1.5033 0.7562 -2.3404  0.36

Output
Total energy, hartree: -1508.22369
Energy relative to the best compared isomer or geometry (same formula, charge and spin), kcal/mol: 83.7
HOMO-LUMO gap (spin up / spin down), eV: 8.1862 / 8.8133
E_HOMO (spin up / spin down), eV: -10.1 / -10.6

***

What is the total energy in the first record?
-1508.22369 hartree